Record 1
Below is C33H52CaN3O2P2 as an isolated structure in a non-equilibrium geometry, with properties calculated with wB97M-V/def2-TZVPD.

* HOMO: -9.1701 eV
* DFT total energy: -80644.0988 eV
* relative energy (zero: lowest compared OMol25 entry of this formula, charge and spin): 0.000 eV
* charge: +1

The geometry in XYZ format:
```
93
Properties=species:S:1:pos:R:3:mulliken_charge:R:1
C 1.86 -2.01 -0.79 -0.63
C 1.52 0.13 -1.64 -1.78
C 2.86 -2.26 -1.73 -0.77
C 2.41 -0.11 -2.70 -0.61
C 3.12 -1.32 -2.72 -1.25
H 3.39 -3.21 -1.69 0.57
H 2.54 0.65 -3.47 0.56
H 3.85 -1.50 -3.52 0.41
N 1.29 -0.80 -0.68 1.88
P -0.25 -2.89 0.88 0.65
P 0.84 2.40 0.00 0.17
C 1.44 -3.12 0.15 -1.12
H 1.47 -4.10 -0.38 0.51
H 2.17 -3.20 0.97 0.63
C 0.80 1.45 -1.55 0.17
H 0.97 2.10 -2.42 0.99
C -0.40 3.86 -0.24 2.18
C 2.61 3.07 0.07 2.11
C -1.38 -3.68 -0.44 1.56
C -0.15 -3.80 2.54 1.85
C -1.72 3.46 0.45 -1.69
H -1.57 3.18 1.50 0.24
H -2.40 4.33 0.42 0.57
H -2.22 2.63 -0.06 0.21
C 0.10 5.14 0.47 -1.79
H 0.32 4.96 1.53 0.29
H 0.98 5.57 -0.02 0.27
H -0.70 5.89 0.41 0.57
C -0.66 4.16 -1.71 -1.62
H -1.37 5.00 -1.76 0.54
H 0.24 4.47 -2.26 0.19
H -1.12 3.31 -2.23 0.28
C 2.83 3.64 1.49 -1.58
H 2.35 3.02 2.26 0.07
H 3.91 3.65 1.71 0.50
H 2.46 4.67 1.59 0.36
C 3.60 1.92 -0.14 -1.80
H 3.42 1.08 0.54 -0.07
H 3.59 1.55 -1.18 0.41
H 4.62 2.30 0.06 0.71
C 2.85 4.13 -1.02 -1.61
H 2.12 4.11 -1.84 0.16
H 2.87 5.15 -0.60 0.36
H 3.84 3.96 -1.48 0.41
C -1.52 -3.67 3.23 -1.72
H -1.44 -4.08 4.25 0.47
H -1.84 -2.62 3.33 0.23
H -2.32 -4.22 2.71 0.32
C 0.91 -3.11 3.43 -1.59
H 1.92 -3.22 3.03 0.36
H 0.70 -2.04 3.59 -0.10
H 0.89 -3.60 4.42 0.62
C 0.22 -5.27 2.37 -1.66
H 0.50 -5.67 3.36 0.52
H -0.61 -5.88 2.00 0.31
H 1.10 -5.41 1.71 0.25
C -1.16 -2.97 -1.78 -1.79
H -1.77 -3.49 -2.55 0.59
H -1.50 -1.91 -1.75 0.26
H -0.11 -2.99 -2.12 0.31
C -2.84 -3.48 -0.03 -1.64
H -3.09 -2.42 0.09 0.22
H -3.48 -3.89 -0.82 0.47
H -3.10 -4.00 0.91 0.31
C -1.08 -5.18 -0.62 -1.60
H -0.03 -5.38 -0.84 0.24
H -1.39 -5.77 0.25 0.30
H -1.68 -5.53 -1.47 0.50
Ca -0.50 -0.01 1.10 1.83
C 1.80 0.08 2.24 0.32
O 2.84 -0.12 2.72 -0.29
N -1.61 0.48 -0.75 -1.07
C -1.13 0.86 -1.80 0.64
C -1.57 0.94 -3.21 0.60
C -2.95 0.77 -3.35 -0.62
C -0.75 1.13 -4.33 0.00
C -3.54 0.87 -4.61 -0.90
H -3.53 0.56 -2.45 0.42
C -1.35 1.22 -5.59 -0.91
H 0.33 1.18 -4.22 0.35
C -2.74 1.11 -5.72 -0.46
H -4.62 0.76 -4.69 0.41
H -0.72 1.38 -6.46 0.43
H -3.20 1.20 -6.71 0.41
C -0.41 1.27 4.97 -0.80
C -1.64 0.96 4.17 0.63
N -2.82 1.17 4.77 -0.40
O -1.61 0.50 2.98 -1.05
H -0.68 1.76 5.91 0.48
H 0.25 1.94 4.40 0.09
H 0.14 0.35 5.20 0.17
H -3.67 0.98 4.26 0.26
H -2.86 1.53 5.71 0.20
```



Record 2
Below is C33H52CrN2O3Si4 as an isolated structure in a non-equilibrium geometry, with properties calculated with wB97M-V/def2-TZVPD.

* ⟨S²⟩: 4.172
* HOMO (alpha / beta): -3.9309 / -4.4979 eV
* DFT total energy: -104123.9222 eV
* 2S+1: 4
* charge: -1

The geometry in XYZ format:
```
95
Properties=species:S:1:pos:R:3:lowdin_spin:R:1
Cr 0.05 -1.31 0.40 3.41
O 3.33 1.73 3.42 0.00
C 4.16 1.48 2.40 0.00
C 5.45 2.05 2.37 0.00
C 6.41 1.61 1.49 0.00
C 6.06 0.65 0.47 0.00
C 4.76 0.21 0.39 0.00
C 3.80 0.64 1.31 0.00
C 2.40 0.17 1.24 0.00
O 2.02 -0.50 0.20 0.00
N 1.65 0.39 2.30 0.00
N 0.39 -0.19 2.20 -0.03
C -0.36 -0.18 3.27 0.02
C -1.65 -0.75 3.44 0.00
C -2.30 -0.59 4.69 0.00
C -3.55 -1.11 4.95 0.00
C -4.25 -1.79 3.95 0.01
C -3.69 -1.92 2.69 0.00
C -2.37 -1.47 2.39 0.01
O -1.80 -1.62 1.26 0.03
H 2.38 1.17 3.06 0.00
H 5.59 2.86 3.08 0.00
H 7.44 2.04 1.50 0.00
H 6.83 0.37 -0.28 0.00
H 4.49 -0.45 -0.44 0.00
H 0.04 0.26 4.22 0.00
H -1.84 0.00 5.47 0.00
H -4.00 -0.98 5.91 0.00
H -5.22 -2.25 4.15 0.00
H -4.19 -2.54 1.91 0.00
C 2.22 -3.08 -1.17 0.01
C 1.97 -3.38 0.21 -0.04
C 0.56 -3.63 0.32 0.00
C -0.06 -3.26 -0.94 -0.01
C 1.03 -3.03 -1.89 -0.03
C 0.90 -3.06 -3.39 0.00
C -1.47 -3.60 -1.25 0.00
C -0.03 -4.50 1.39 0.00
C 3.02 -3.41 1.29 -0.01
C 3.60 -2.90 -1.69 0.00
H 0.26 -3.87 -3.68 0.00
H 1.92 -3.30 -3.81 0.00
H 0.53 -2.12 -3.87 0.00
H -1.63 -4.68 -1.42 0.00
H -1.80 -3.07 -2.17 0.00
H -2.14 -3.25 -0.45 0.00
H 0.12 -4.05 2.39 0.00
H 0.52 -5.47 1.31 0.00
H -1.08 -4.71 1.22 0.00
H 3.64 -4.30 1.15 0.00
H 2.53 -3.48 2.28 0.00
H 3.67 -2.52 1.39 0.00
H 3.89 -3.63 -2.46 0.00
H 4.34 -2.91 -0.89 0.00
H 3.61 -1.95 -2.26 0.00
C -2.20 4.52 -0.29 -0.01
Si -1.82 2.97 0.70 -0.03
C -0.47 3.43 1.97 0.00
C -3.47 2.35 1.44 0.00
Si -0.95 1.22 -0.67 -0.23
Si 0.36 2.36 -2.28 -0.04
C 1.66 3.28 -1.25 0.00
C 1.13 1.05 -3.41 0.00
C -0.52 3.62 -3.40 -0.01
Si -2.81 0.73 -2.07 -0.03
C -4.07 -0.34 -1.09 0.00
C -3.69 2.31 -2.64 -0.01
C -2.24 -0.13 -3.68 0.00
H -2.62 5.27 0.43 0.00
H -3.01 4.30 -1.01 0.00
H -1.38 5.01 -0.84 0.00
H -0.94 4.12 2.72 0.00
H 0.31 4.10 1.51 0.00
H -0.01 2.55 2.44 0.00
H -4.00 3.22 1.94 0.00
H -3.42 1.55 2.19 0.00
H -4.16 2.01 0.66 0.00
H 2.41 3.73 -1.95 0.00
H 2.25 2.64 -0.55 0.00
H 1.15 4.08 -0.66 0.00
H 1.23 0.03 -2.98 0.00
H 2.12 1.39 -3.79 0.00
H 0.45 0.87 -4.26 0.00
H -0.97 4.46 -2.86 0.00
H -1.29 3.17 -4.01 0.00
H 0.29 4.03 -4.06 0.00
H -4.68 0.27 -0.42 0.00
H -3.57 -1.11 -0.48 0.00
H -4.85 -0.78 -1.77 0.00
H -4.19 2.90 -1.86 0.00
H -4.54 2.01 -3.29 0.00
H -3.12 2.99 -3.30 0.00
H -1.30 -0.69 -3.61 0.00
H -2.13 0.57 -4.56 0.00
H -3.06 -0.84 -4.01 0.00
```